Entry 1:
30
Properties=species:S:1:pos:R:3 method="wB97M-V/def2-TZVPD" de_lowest_kj_mol=262.4 energy_ev=-11702.353 homo_energy_ev=-7.6370 orbital_gap_ev=8.41 lumo_ev=0.78 charge=0
C -0.18121 0.56785 -1.48169
C -0.25943 0.39750 0.56203
C 0.72510 -0.65969 0.68615
C 1.17681 1.02134 -1.98227
C -0.68570 -0.64158 -2.24605
C -1.70508 0.08869 0.91940
C 0.14415 1.77756 1.06658
C 0.44348 -2.09738 0.30765
C 0.92054 -0.66072 2.64237
O -1.06965 1.65494 -1.70977
H -1.97850 1.33052 -1.64735
H 1.72916 -0.35348 0.39617
H 1.14410 1.24426 -3.05951
H 1.49470 1.95004 -1.50082
H 1.93989 0.25517 -1.83411
H 0.04786 -1.44733 -2.27954
H -1.63114 -1.01621 -1.84200
H -0.88693 -0.38189 -3.29712
H -1.84007 0.05840 2.00395
H -0.34078 2.54684 0.45779
H -2.05636 -0.86204 0.51988
H -2.36086 0.88358 0.54886
H -0.18102 1.93670 2.09835
H 1.22333 1.93376 1.00923
H 1.03685 -2.38194 -0.56608
H -0.60917 -2.30150 0.11808
H 0.75776 -2.77870 1.10353
H 1.93923 -0.29056 2.76290
H 0.23304 -0.08218 3.25762
H 0.82991 -1.69197 2.98578

Entry 2:
31
Properties=species:S:1:pos:R:3 method="wB97M-V/def2-TZVPD" de_lowest_kj_mol=489.8 energy_ev=-19578.005 homo_energy_ev="-6.5056 / -7.8989" orbital_gap_ev="6.85 / 8.24" lumo_ev="0.35 / 0.34" charge=0
C 2.89035 0.05416 -0.80191
C 2.01085 -0.93617 -0.88292
C 4.35625 -0.19867 -0.58977
C -0.50767 2.31042 -0.71200
C -3.05326 1.74395 -0.51514
C 0.54256 -0.57665 1.78643
C -1.03212 -2.48208 1.42651
C -1.63584 1.35107 -1.05443
C -0.77916 -0.95654 1.25485
O -2.49228 -1.33281 -1.22944
Si -1.26351 -0.51541 -0.51128
H 2.47287 1.07683 -0.74660
H 2.01567 -1.97610 -0.98674
H 4.67516 -0.11443 0.47080
H 4.96070 0.53797 -1.16301
H 4.66183 -1.24487 -0.94864
H -0.65118 3.31999 -1.16522
H -0.40810 2.63738 0.45899
H 0.48776 2.07550 -0.96699
H -3.71844 0.88990 -0.88923
H -3.21202 2.79149 -1.00083
H -3.24436 1.58906 0.57666
H 0.76373 0.50016 1.61054
H 0.45529 -0.90037 2.84513
H 1.33180 -1.10212 1.28545
H -0.73730 -2.81302 2.36149
H -0.31783 -2.91605 0.71070
H -2.17632 -2.70478 1.29583
H -1.65098 1.37189 -2.16811
H -1.55120 -0.57320 1.93077
H -3.19327 -0.90651 -1.68189

Entry 3:
42
Properties=species:S:1:pos:R:3 method="wB97M-V/def2-TZVPD" de_lowest_kj_mol=1304.3 energy_ev=-38895.115 homo_energy_ev="-12.0978 / -12.0375" orbital_gap_ev="2.64 / 1.20" spin_multiplicity=5 lumo_ev="-9.45 / -10.84" charge=+2
Ag 0.30812 -5.29359 4.47650
Pt 1.76754 -5.32603 -1.16624
Pt -3.51705 -6.37765 0.06055
F -0.98498 -4.09348 0.35868
F -0.79237 -7.94840 -1.52211
F -2.91903 -6.99059 3.35671
C 5.15133 -0.69399 -0.59584
O 4.38295 -1.67947 -0.70214
N 4.70545 0.34785 0.23421
C 5.60220 1.53214 0.50973
C 3.48345 0.28869 1.07129
H 6.16491 -0.50683 -0.98290
H 6.04495 1.50353 1.50534
H 5.19401 2.54227 0.54312
H 6.38676 1.66782 -0.23468
H 2.76967 -0.15404 0.37659
H 3.58069 -0.35244 1.94742
H 3.25505 1.25379 1.52355
C -0.26370 0.52597 -5.36437
O 0.28336 0.87865 -6.40403
N -1.56670 0.82175 -5.14659
C -2.24663 0.41319 -3.92603
C -2.18964 1.80500 -6.07404
H 0.25233 -0.15706 -4.67200
H -2.62210 1.23049 -3.31030
H -1.53213 -0.11603 -3.29553
H -3.10466 -0.23088 -4.11851
H -1.78527 2.80093 -5.89318
H -1.88519 1.58031 -7.09625
H -3.27574 1.72009 -6.03840
C -1.95452 0.62369 5.13230
O -1.47099 -0.47902 4.83504
N -2.48034 1.49816 4.26823
C -2.51195 1.22623 2.76702
C -3.05121 2.67798 4.87916
H -2.14864 0.86555 6.18872
H -1.96874 2.03535 2.27880
H -3.48374 1.39481 2.30301
H -2.08720 0.23642 2.59978
H -3.07257 3.55314 4.22975
H -3.98716 2.41069 5.36973
H -2.43048 2.96509 5.72790

Entry 4:
38
Properties=species:S:1:pos:R:3 method="wB97M-V/def2-TZVPD" energy_ev=-65030.584 homo_energy_ev=-12.0909 orbital_gap_ev=6.12 lumo_ev=-5.97 charge=+1
C -2.57361 3.79967 2.09613
C -2.20995 2.18451 1.93145
C -2.64121 1.64465 0.42129
C -1.36913 0.78050 -0.14667
B -1.78224 -0.54997 -1.03815
C -0.67001 -1.15502 -2.10552
C 0.89341 -0.98991 -1.60577
C 1.38157 -2.11085 -0.51328
C 1.76842 -1.52165 0.96659
N 3.21632 -1.11814 1.14068
C 3.66010 -0.07273 0.13679
N 3.10631 1.20584 0.03034
N 4.76484 -0.43986 -0.83150
O -3.11806 -1.13638 -0.78836
N -3.30225 -2.28652 -1.45959
O -3.12306 -3.24642 -0.71442
H -3.56578 3.95990 2.69692
H -1.70895 4.30366 2.70514
H -2.67983 4.34220 1.05856
H -2.76416 1.62449 2.80059
H -1.05596 2.08914 2.14942
H -2.77309 2.58625 -0.26077
H -3.63728 1.04407 0.54820
H -0.77899 0.39043 0.81168
H -0.61924 1.46515 -0.75697
H -0.83147 -2.27904 -2.38902
H -0.74657 -0.54420 -3.12627
H 1.08937 0.12507 -1.29112
H 1.56031 -1.16743 -2.57992
H 0.50771 -2.90209 -0.36008
H 2.29282 -2.72904 -0.95506
H 1.57980 -2.41293 1.73713
H 1.06525 -0.64257 1.34217
H 3.23684 -0.61964 2.08071
H 3.63347 1.68313 -0.73666
H 4.75147 -1.48412 -0.96858
H 4.66759 0.03057 -1.75813
Cu -1.22476 -3.85070 -0.26793

> What is the charge in the second record?

0

> Among the records above, which one has the highest charge?

C9H21AgF3N3O3Pt2

> Which value of charge does entry 2 give?

0